1.
{"formula": "C39H40AsN9OS2Sc", "method": "ωB97M-V with the def2-TZVPD basis set", "elements": ["Sc", "C", "N", "C", "C", "N", "C", "C", "C", "C", "C", "C", "N", "C", "N", "C", "C", "C", "C", "C", "C", "N", "H", "H", "H", "H", "H", "H", "H", "H", "H", "H", "H", "H", "H", "H", "H", "S", "C", "C", "C", "C", "C", "C", "N", "C", "C", "C", "C", "C", "C", "C", "C", "N", "C", "C", "C", "C", "C", "S", "C", "H", "H", "H", "H", "H", "H", "H", "H", "H", "H", "H", "H", "C", "As", "C", "C", "O", "H", "H", "H", "H", "H", "H", "H", "H", "H", "N", "N", "H", "H", "H", "H"], "positions_angstrom": [[17.343, 12.837, 8.547], [18.686, 14.094, 11.300], [17.464, 13.265, 10.988], [16.116, 13.846, 11.323], [15.338, 14.481, 10.205], [15.728, 14.491, 8.904], [14.736, 15.278, 8.224], [14.741, 15.861, 6.963], [13.620, 16.677, 6.623], [12.616, 17.004, 7.542], [12.697, 16.481, 8.847], [13.746, 15.629, 9.134], [14.112, 15.058, 10.376], [19.053, 15.061, 10.259], [18.653, 14.955, 8.976], [19.204, 16.123, 8.360], [18.984, 16.725, 7.130], [19.496, 18.001, 6.869], [20.459, 18.602, 7.730], [20.614, 18.075, 9.011], [19.968, 16.858, 9.306], [19.874, 16.113, 10.477], [18.462, 14.702, 12.199], [19.541, 13.465, 11.512], [17.557, 12.383, 11.545], [15.479, 13.033, 11.724], [16.216, 14.581, 12.126], [15.609, 15.762, 6.298], [13.587, 17.133, 5.635], [11.717, 17.561, 7.247], [11.923, 16.649, 9.562], [13.756, 15.385, 11.307], [18.418, 16.216, 6.364], [19.308, 18.421, 5.912], [20.987, 19.506, 7.381], [21.091, 18.622, 9.819], [20.077, 16.450, 11.459], [10.393, 9.847, 8.964], [9.335, 11.175, 8.919], [9.955, 12.336, 9.279], [11.338, 12.194, 9.498], [11.766, 10.887, 9.293], [13.152, 10.509, 9.124], [14.182, 11.490, 9.055], [15.497, 11.202, 9.059], [15.840, 9.882, 9.243], [14.875, 8.811, 9.051], [15.372, 7.505, 8.952], [16.712, 7.211, 9.100], [17.669, 8.238, 9.281], [19.032, 7.925, 9.490], [19.937, 9.034, 9.574], [19.431, 10.342, 9.552], [18.146, 10.635, 9.351], [17.235, 9.595, 9.377], [21.384, 8.818, 9.662], [21.993, 7.570, 9.526], [23.397, 7.643, 9.620], [23.882, 8.914, 9.901], [22.588, 10.061, 10.000], [13.532, 9.154, 9.118], [8.304, 10.995, 8.719], [9.452, 13.319, 9.382], [11.972, 13.057, 9.738], [13.924, 12.552, 8.999], [14.661, 6.686, 8.834], [17.022, 6.196, 9.022], [19.327, 6.874, 9.686], [20.132, 11.142, 9.617], [21.402, 6.689, 9.298], [24.067, 6.795, 9.537], [24.905, 9.205, 10.037], [12.783, 8.375, 9.180], [20.430, 13.125, 4.863], [20.464, 12.373, 6.636], [20.979, 10.511, 6.558], [21.838, 13.129, 7.748], [18.824, 12.596, 7.244], [21.412, 13.141, 4.416], [20.049, 14.169, 5.011], [19.754, 12.528, 4.258], [21.376, 10.249, 5.561], [20.072, 9.958, 6.746], [21.706, 10.275, 7.355], [22.739, 13.297, 7.198], [22.052, 12.365, 8.519], [21.506, 14.079, 8.162], [16.612, 13.522, 5.488], [16.186, 12.561, 6.496], [16.449, 13.109, 4.593], [17.626, 13.475, 5.597], [16.309, 11.592, 6.186], [15.161, 12.649, 6.595]], "mulliken_charge": [-0.02, -1.53, 0.07, -1.57, 0.16, 1.10, 0.39, -0.64, -0.81, -0.56, -0.96, 0.32, 0.08, 0.21, 0.97, -0.20, -0.45, -0.99, -0.53, -0.94, 0.74, -0.11, 0.52, 0.46, 0.38, 0.53, 0.56, 0.31, 0.43, 0.41, 0.48, 0.37, 0.44, 0.45, 0.42, 0.39, 0.39, -0.12, -0.42, -0.58, -0.10, 0.07, 0.50, -0.53, 0.78, 0.03, 0.54, -1.02, -1.09, 0.40, -1.17, 0.90, -0.82, 1.19, -0.23, 0.07, -0.56, -0.63, -0.38, -0.06, -0.95, 0.47, 0.36, 0.30, 0.03, 0.45, 0.53, 0.46, 0.56, 0.36, 0.43, 0.51, 0.51, -1.16, 0.57, -0.89, -0.69, 0.03, 0.46, 0.32, 0.40, 0.50, 0.31, 0.21, 0.49, 0.09, 0.20, -0.62, -0.19, 0.32, -0.01, 0.33, 0.30], "spin_multiplicity": 1, "e_homo_ev": -14.39, "total_charge": 3, "orbital_gap_ev": 6.343, "total_energy_ev": -159742.69528, "e_above_lowest_kcal_mol": 0.0}



2.
{"formula": "C42H57F17N2O4", "method": "ωB97M-V with the def2-TZVPD basis set", "elements": ["F", "C", "F", "F", "C", "F", "F", "C", "F", "F", "C", "F", "F", "C", "F", "F", "C", "F", "F", "C", "F", "F", "C", "F", "F", "C", "C", "C", "C", "C", "C", "C", "N", "C", "C", "C", "C", "C", "C", "C", "C", "C", "C", "N", "C", "H", "H", "H", "H", "H", "H", "H", "H", "H", "H", "H", "H", "H", "H", "H", "H", "H", "C", "C", "O", "C", "C", "H", "H", "H", "H", "H", "H", "H", "H", "H", "H", "C", "C", "O", "C", "C", "H", "H", "H", "H", "H", "H", "H", "H", "H", "H", "C", "C", "O", "C", "C", "H", "H", "H", "H", "H", "H", "H", "H", "H", "H", "C", "C", "O", "C", "C", "H", "H", "H", "H", "H", "H", "H", "H", "H", "H"], "positions_angstrom": [[2.709, -4.991, 3.422], [2.162, -4.034, 4.177], [3.072, -3.560, 5.029], [1.152, -4.568, 4.881], [1.577, -2.890, 3.285], [1.376, -1.813, 4.070], [0.392, -3.310, 2.797], [2.509, -2.502, 2.112], [2.550, -3.506, 1.221], [3.749, -2.356, 2.655], [2.238, -1.134, 1.389], [2.569, -0.158, 2.248], [3.084, -1.094, 0.335], [0.798, -0.912, 0.860], [0.439, -2.062, 0.232], [-0.044, -0.705, 1.888], [0.580, 0.229, -0.185], [1.287, -0.082, -1.295], [-0.731, 0.199, -0.505], [0.956, 1.682, 0.222], [0.626, 2.469, -0.838], [2.295, 1.755, 0.400], [0.240, 2.304, 1.454], [0.733, 1.714, 2.574], [0.692, 3.596, 1.481], [-1.270, 2.282, 1.400], [-1.965, 3.274, 2.340], [-2.139, 2.761, 3.751], [-1.143, 2.887, 4.694], [-1.308, 2.408, 6.013], [-2.487, 1.813, 6.389], [-3.533, 1.665, 5.454], [-4.698, 1.074, 5.846], [-5.610, 0.941, 4.930], [-5.441, 1.380, 3.577], [-6.538, 1.186, 2.564], [-7.232, -0.201, 2.616], [-7.281, -0.859, 1.261], [-8.381, -0.706, 0.420], [-8.407, -1.308, -0.833], [-7.333, -2.080, -1.264], [-6.229, -2.235, -0.432], [-6.204, -1.628, 0.816], [-4.343, 1.974, 3.197], [-3.361, 2.134, 4.129], [-1.632, 1.277, 1.617], [-1.568, 2.496, 0.372], [-1.483, 4.250, 2.353], [-2.960, 3.420, 1.922], [-0.207, 3.362, 4.427], [-0.511, 2.504, 6.737], [-2.633, 1.451, 7.398], [-6.551, 0.483, 5.222], [-7.285, 1.964, 2.750], [-6.127, 1.371, 1.574], [-6.671, -0.861, 3.281], [-8.240, -0.106, 3.020], [-9.234, -0.121, 0.742], [-9.260, -1.186, -1.488], [-7.357, -2.555, -2.235], [-5.396, -2.838, -0.767], [-5.335, -1.753, 1.453], [3.223, 2.492, -2.568], [2.520, 2.485, -3.914], [2.354, 3.771, -4.485], [3.547, 4.485, -4.754], [4.475, 3.790, -5.735], [2.719, 3.170, -1.883], [3.224, 1.492, -2.138], [4.259, 2.825, -2.656], [1.507, 2.098, -3.794], [3.035, 1.815, -4.611], [4.077, 4.714, -3.823], [3.216, 5.436, -5.172], [4.877, 2.860, -5.330], [5.319, 4.439, -5.972], [3.946, 3.552, -6.659], [6.067, -6.337, -1.504], [5.706, -7.124, -0.255], [6.632, -6.983, 0.807], [6.810, -5.665, 1.295], [5.541, -5.034, 1.838], [7.077, -6.586, -1.834], [5.369, -6.574, -2.308], [6.026, -5.259, -1.336], [5.698, -8.190, -0.483], [4.694, -6.864, 0.078], [7.253, -5.027, 0.522], [7.550, -5.755, 2.091], [4.799, -4.877, 1.054], [5.766, -4.062, 2.278], [5.094, -5.670, 2.601], [-3.521, 7.018, -2.313], [-3.336, 5.871, -1.335], [-2.772, 4.707, -1.911], [-1.477, 4.859, -2.473], [-0.427, 5.294, -1.467], [-4.099, 6.691, -3.179], [-4.052, 7.838, -1.828], [-2.568, 7.407, -2.673], [-4.307, 5.554, -0.954], [-2.747, 6.199, -0.470], [-1.500, 5.539, -3.331], [-1.224, 3.871, -2.862], [-0.605, 6.306, -1.097], [0.562, 5.278, -1.927], [-0.433, 4.626, -0.612], [1.758, -1.818, -4.433], [0.955, -3.067, -4.123], [1.672, -4.277, -4.284], [2.824, -4.427, -3.476], [2.537, -4.347, -1.988], [2.191, -1.878, -5.433], [1.109, -0.945, -4.385], [2.573, -1.665, -3.721], [0.116, -3.144, -4.815], [0.529, -3.002, -3.115], [3.595, -3.699, -3.754], [3.216, -5.413, -3.728], [2.207, -3.350, -1.690], [3.438, -4.580, -1.416], [1.754, -5.056, -1.711]], "mulliken_charge": [-0.21, 0.55, -0.24, -0.26, 0.72, -0.27, -0.29, 0.53, -0.20, -0.30, 0.42, -0.24, -0.25, 0.45, -0.26, -0.27, 0.42, -0.13, -0.31, 0.49, -0.14, -0.30, 0.83, -0.22, -0.36, -1.14, -1.30, 0.31, -0.02, -1.05, -0.51, 0.19, -0.67, -0.42, 0.50, -0.67, -0.92, 0.08, -0.26, -0.55, -0.43, -0.62, -0.30, -0.13, -0.01, 0.53, 0.62, 0.65, 0.46, 0.48, 0.42, 0.47, 0.45, 0.31, 0.39, 0.57, 0.47, 0.36, 0.37, 0.38, 0.38, 0.36, -0.71, -0.31, -0.46, -0.32, -1.09, 0.17, 0.18, 0.44, 0.23, 0.33, 0.31, 0.37, 0.25, 0.40, 0.28, -1.00, -0.29, -0.44, -0.62, -0.29, 0.36, 0.31, 0.25, 0.37, 0.24, 0.31, 0.39, -0.26, 0.44, 0.28, -1.23, -0.19, -0.45, -0.32, -1.00, 0.30, 0.41, 0.28, 0.42, 0.22, 0.37, 0.25, 0.42, 0.31, 0.18, -0.84, -0.42, -0.47, -0.62, 0.31, 0.40, 0.36, 0.16, 0.40, 0.22, 0.33, 0.29, -0.28, -0.20, 0.36], "smiles": "FC(F)(F)C(F)(F)C(F)(F)C(F)(F)C(F)(F)C(F)(F)C(F)(F)C(F)(F)CCc1cccc2ncc(CCc3ccccc3)nc12.CCOCC.CCOCC.CCOCC.CCOCC", "spin_multiplicity": 1, "e_homo_ev": -9.01, "orbital_gap_ev": 8.822, "total_energy_ev": -101845.76442}